# 1
Below is a single C4H8N2O2S molecule, with properties calculated with the ωB97M-V functional and the def2-TZVPD basis.

## Properties
- Lowest unoccupied orbital energy: 0.847 eV
- Kohn-Sham gap: 10.1 eV
- HOMO level: -9.29 eV

Geometry as ORCA input:
```
! RIJCOSX wB97M-V def2-TZVPD def2/J DEFGRID3
* xyz 0 1
C 0.774 -0.775 -0.695
C 1.297 0.725 -0.775
C 1.115 1.192 0.761
C 0.863 -0.130 1.480
N 0.928 -1.134 0.782
N -2.900 -1.119 -0.454
O -1.692 0.688 0.723
O -0.487 -0.705 -0.858
S -1.445 -0.731 0.440
H 1.325 -1.438 -1.196
H 2.276 0.598 -1.137
H 0.696 1.366 -1.421
H 1.968 1.875 0.890
H 0.213 1.860 0.823
H 0.820 -0.157 2.603
H -2.761 -1.872 -1.032
H -2.993 -0.244 -0.934
*
```


# 2
Below is a single C4H8N2O3 molecule, with properties calculated with the ωB97M-V functional and the def2-TZVPD basis.

## Properties
- Lowest unoccupied orbital energy: 0.359 eV
- Kohn-Sham gap: 10.4 eV
- HOMO level: -10.02 eV

Geometry as ORCA input:
```
! RIJCOSX wB97M-V def2-TZVPD def2/J DEFGRID3
* xyz 0 1
N 1.438 0.376 1.301
C 1.704 -0.493 0.244
O 2.648 -1.192 0.184
C 0.704 -0.415 -1.004
C -0.761 -0.030 -0.750
N -0.922 1.303 -0.305
C -1.371 -1.042 0.233
O -1.377 -2.256 0.106
O -1.935 -0.414 1.331
H 0.573 0.901 1.366
H 2.148 0.434 2.003
H 0.769 -1.457 -1.463
H 1.254 0.319 -1.723
H -1.313 -0.251 -1.664
H -1.786 1.815 -0.410
H -0.177 1.934 -0.567
H -1.594 0.468 1.117
*
```


# 3
Below is a single C4H8N2O3 molecule, with properties calculated with the ωB97M-V functional and the def2-TZVPD basis.

## Properties
- Lowest unoccupied orbital energy: 0.563 eV
- Kohn-Sham gap: 10.0 eV
- HOMO level: -9.43 eV

Geometry as ORCA input:
```
! RIJCOSX wB97M-V def2-TZVPD def2/J DEFGRID3
* xyz 0 1
N 1.070 1.650 -0.016
C 1.737 0.326 0.539
C 1.313 -0.937 -0.192
O 1.665 -2.006 0.206
N 0.195 -1.015 -0.914
C -0.793 -0.027 -1.000
C -1.678 -0.270 0.250
O -1.409 -0.830 1.342
O -2.924 -0.152 -0.080
H 1.618 2.543 0.230
H 0.358 1.737 0.720
H 1.442 0.173 1.663
H 2.826 0.191 0.473
H 0.000 -1.955 -1.111
H -1.520 -0.001 -1.766
H -0.465 0.992 -1.016
H -3.434 -0.417 0.672
*
```


# 4
Below is 2 unconnected molecules or ions with the total composition C4H8N2O3P, with properties calculated with the ωB97M-V functional and the def2-TZVPD basis.

## Properties
- Lowest unoccupied orbital energy (spin up / spin down): 3.937 / 2.039 eV
- Kohn-Sham gap (spin up / spin down): 4.1 / 7.8 eV
- HOMO level (spin up / spin down): -0.12 / -5.73 eV

Geometry as ORCA input:
```
! RIJCOSX wB97M-V def2-TZVPD def2/J DEFGRID3
* xyz -1 3
C 2.197 -0.772 0.134
C 1.789 0.473 0.530
C 0.191 -0.960 0.776
C -1.145 -1.477 1.303
N 1.236 -1.674 0.436
N 0.466 0.336 0.894
O -1.779 1.217 0.036
O 0.106 1.947 -1.539
O -2.117 1.294 -2.538
P -1.223 1.036 -1.381
H 3.138 -1.090 -0.206
H 2.401 1.383 0.688
H -0.613 -0.192 -1.535
H -1.753 -1.229 0.519
H -1.425 -0.753 2.150
H -1.038 -2.551 1.410
H -0.474 0.943 0.836
H 0.045 2.068 -2.513
*
```


# 5
Below is 2 unconnected molecules or ions with the total composition C4H8N2O5, with properties calculated with the ωB97M-V functional and the def2-TZVPD basis.

## Properties
- Lowest unoccupied orbital energy (spin up / spin down): -0.844 / -0.845 eV
- Kohn-Sham gap (spin up / spin down): 8.8 / 8.8 eV
- HOMO level (spin up / spin down): -9.69 / -9.69 eV

Geometry as ORCA input:
```
! RIJCOSX wB97M-V def2-TZVPD def2/J DEFGRID3
* xyz 0 1
C -1.709 -0.456 -1.368
C -1.022 0.540 -1.868
C 0.088 -0.886 1.500
C 0.830 0.102 0.585
N 0.630 1.413 0.587
N 1.724 -0.478 -0.499
O 1.105 2.328 -0.078
O -0.062 1.707 1.725
O 1.890 -1.673 -0.374
O 2.188 0.251 -1.333
O -0.379 -1.972 0.872
H 0.006 2.743 1.834
H -2.793 -0.086 -0.964
H -1.340 -1.484 -1.128
H -0.054 0.305 -2.256
H -1.335 1.539 -1.769
H -0.817 -0.492 1.914
H 0.805 -1.030 2.385
H 0.244 -2.371 0.235
*
```


# 6
Below is a single C4H8N2OS molecule, with properties calculated with the ωB97M-V functional and the def2-TZVPD basis.

## Properties
- Lowest unoccupied orbital energy: 0.647 eV
- Kohn-Sham gap: 9.6 eV
- HOMO level: -8.97 eV

Geometry as ORCA input:
```
! RIJCOSX wB97M-V def2-TZVPD def2/J DEFGRID3
* xyz 0 1
H -3.748 -0.983 2.056
N -3.617 -0.336 1.284
C -2.337 -0.571 0.728
N -1.825 0.448 -0.180
O -0.548 0.211 -0.647
C 0.314 -0.213 0.378
C 1.462 -0.416 -0.402
C 2.268 0.887 -0.764
S -0.808 -1.457 1.238
H -2.522 0.486 -1.019
H 0.390 0.662 1.102
H 1.428 -0.923 -1.463
H 2.175 -1.080 0.280
H 2.586 1.285 0.333
H 1.601 1.554 -1.409
H 3.181 0.446 -1.514
*
```


# 7
Below is a single C4H8N2OS molecule, with properties calculated with the ωB97M-V functional and the def2-TZVPD basis.

## Properties
- Lowest unoccupied orbital energy: 0.461 eV
- Kohn-Sham gap: 9.3 eV
- HOMO level: -8.87 eV

Geometry as ORCA input:
```
! RIJCOSX wB97M-V def2-TZVPD def2/J DEFGRID3
* xyz 0 1
H 1.228 -3.516 0.045
N 1.298 -2.579 -0.387
C 0.808 -1.571 0.197
C 0.531 -0.234 -0.407
S -1.155 0.017 -1.400
N -2.502 -0.506 -0.553
C 0.440 0.903 0.800
C 0.690 2.279 0.235
O -0.017 0.706 1.895
H 0.342 -1.537 1.224
H 1.161 0.088 -1.198
H -2.585 -0.320 0.370
H -2.767 -1.534 -0.818
H 0.977 2.203 -0.925
H 1.677 2.675 0.485
H -0.127 2.928 0.437
*
```


# 8
Below is a single C4H8N2OS molecule, with properties calculated with the ωB97M-V functional and the def2-TZVPD basis.

## Properties
- Lowest unoccupied orbital energy (spin up / spin down): 0.582 / -0.617 eV
- Kohn-Sham gap (spin up / spin down): 8.8 / 6.5 eV
- HOMO level (spin up / spin down): -8.23 / -7.12 eV

Geometry as ORCA input:
```
! RIJCOSX wB97M-V def2-TZVPD def2/J DEFGRID3
* xyz 0 1
C -2.515 -0.375 -0.378
C -0.368 1.287 0.932
C 0.782 0.393 0.383
C 1.112 0.572 -1.085
N 0.504 -0.887 0.936
N 0.313 -1.894 0.159
O -2.067 -1.461 -0.502
S -1.993 1.130 0.016
H -0.570 1.092 1.994
H -0.104 2.313 0.944
H 1.590 0.665 0.999
H 2.013 -0.006 -1.298
H 1.212 1.693 -1.237
H 0.415 0.240 -1.847
H 0.172 -2.816 0.596
H -0.496 -1.946 -0.610
*
```